# 1
{"formula": "HNO3S", "method": "the ωB97M-V functional and the def2-TZVPD basis", "de_lowest_ev": 1.968, "e_tot_ha": -679.07958, "max_force_ha_per_bohr": 0.0649, "spin_multiplicity": 1, "homo_energy_ev": [-9.64, -9.30], "lumo_ha": [-0.041, -0.056], "homo_lumo_gap_ev": [8.5, 7.8], "elements": ["S", "O", "O", "O", "N", "H"], "positions_angstrom": [[-0.94144, -1.40443, 0.01008], [-4.24984, -0.38936, -0.11750], [0.06721, -0.36160, 0.75470], [-2.87720, 1.25053, 0.18325], [-3.25428, 0.16225, 0.02687], [0.50730, 0.05787, 0.00160]]}

# 2
{"formula": "C32H96N9O10P3S7", "method": "the ωB97M-V functional and the def2-TZVPD basis", "de_lowest_ev": 0.000, "e_tot_ha": -6333.31599, "max_force_ha_per_bohr": 0.0246, "spin_multiplicity": 1, "homo_energy_ev": -7.78, "lumo_ha": 0.004, "homo_lumo_gap_ev": 7.9, "elements": ["S", "S", "S", "S", "S", "S", "S", "P", "P", "P", "O", "O", "O", "O", "O", "O", "O", "O", "O", "O", "N", "N", "N", "N", "N", "N", "N", "N", "N", "C", "C", "C", "C", "C", "C", "C", "C", "C", "C", "C", "C", "C", "C", "C", "C", "C", "C", "C", "C", "C", "C", "C", "C", "C", "C", "C", "C", "C", "C", "C", "C", "H", "H", "H", "H", "H", "H", "H", "H", "H", "H", "H", "H", "H", "H", "H", "H", "H", "H", "H", "H", "H", "H", "H", "H", "H", "H", "H", "H", "H", "H", "H", "H", "H", "H", "H", "H", "H", "H", "H", "H", "H", "H", "H", "H", "H", "H", "H", "H", "H", "H", "H", "H", "H", "H", "H", "H", "H", "H", "H", "H", "H", "H", "H", "H", "H", "H", "H", "H", "H", "H", "H", "H", "H", "H", "H", "H", "H", "H", "H", "H", "H", "H", "H", "H", "H", "H", "H", "H", "H", "H", "H", "H", "H", "H", "H", "H"], "positions_angstrom": [[3.40012, -0.91944, -4.81263], [3.23463, -6.61237, 0.11890], [-1.17215, 4.67747, 1.18390], [6.27896, -4.25466, 3.79816], [-5.97965, 2.41009, 3.86113], [-4.95783, 0.53072, -1.48707], [-0.96927, 2.30908, -4.87674], [-6.45452, -2.49010, 2.03739], [1.69194, -0.94066, 1.72609], [4.22503, 4.89296, -1.37297], [-5.91196, -1.44512, 2.91720], [6.92572, -5.04907, 4.86616], [2.42383, 0.26434, 2.18423], [3.10607, 5.69940, -1.87818], [-2.35938, 1.81377, -5.04331], [-6.09678, 1.41553, -1.14600], [3.01670, -1.92497, -3.78628], [1.88219, -6.06492, -0.15719], [-6.23536, 3.52131, 4.82051], [-1.94892, 3.51601, 1.70351], [2.20741, -2.35217, 2.40427], [-7.56871, -1.89765, 0.97660], [1.74726, -1.27666, 0.10369], [0.06839, -0.77339, 2.07856], [3.94061, 3.85772, -0.14996], [-7.21752, -3.72693, 2.83167], [-5.29979, -3.23698, 1.13460], [5.49289, 5.81673, -0.87750], [4.71534, 3.87048, -2.60531], [2.69636, 0.60549, -4.17587], [-0.59641, 2.40380, -3.11681], [-0.43346, 0.46778, 2.64672], [-4.20436, 2.35467, 3.59100], [-8.30215, -4.49274, 2.24699], [3.11921, -2.32091, 3.54069], [-6.42201, 3.07039, 2.22215], [6.51926, -2.54442, 4.29897], [-0.97401, -1.47528, 1.32868], [-3.49621, 1.23095, -0.73063], [3.23813, 2.61378, -0.42197], [0.46338, 3.96886, 0.94553], [-6.57103, -4.24149, 4.01328], [3.13087, -8.31359, -0.48620], [-4.20707, -2.49673, 0.53166], [6.70436, 5.31637, -0.26522], [2.21881, -1.14486, -6.17162], [4.31075, 4.17543, -3.97873], [-7.38905, -1.89987, -0.47946], [-5.44951, -4.60410, 0.66299], [4.18339, 4.16754, 1.24869], [1.37129, -3.53365, 2.32335], [4.34742, -5.98713, -1.14227], [7.39509, -4.23111, 2.38123], [-1.54414, 4.80378, -0.59216], [-4.52300, 0.89610, -3.18074], [5.80255, 2.93613, -2.47758], [-8.66654, -1.12764, 1.55728], [5.50629, 7.23701, -1.21792], [-1.04844, 4.06852, -5.22403], [1.27049, -0.24449, -0.78451], [2.64976, -2.25065, -0.48495], [3.37773, 1.09615, -3.47759], [1.09519, 4.07418, 1.82175], [1.80228, 0.41406, -3.58274], [5.61023, -2.20166, 4.78609], [-9.06735, -3.85453, 1.81445], [3.16810, -1.73211, -1.30040], [-4.29680, -1.41991, 0.65836], [-7.36145, 2.59041, 1.94380], [6.76540, 3.36395, -2.80339], [-1.62472, -2.00805, 2.02346], [5.63330, 2.03357, -3.07122], [4.05131, 5.22367, -4.08838], [0.52205, 0.31980, -0.21946], [-0.31175, 4.64275, -4.66126], [-2.27598, 5.55349, -0.88164], [2.73856, -1.57668, -7.02584], [6.74130, -1.86372, 3.47514], [-0.63228, 1.22590, 1.87992], [4.48076, 7.59801, -1.27227], [-2.61232, 0.64059, -0.98623], [0.32927, 2.93057, 0.63980], [3.73426, -1.42584, 3.55913], [-6.35509, -1.62229, -0.69074], [1.90943, -4.38934, 2.73812], [-3.61534, 1.05524, 0.34298], [-1.10684, 3.26378, -2.69816], [1.48520, -1.86602, -5.81417], [-3.82287, 3.27115, 3.14796], [2.17782, -3.12691, -0.93504], [2.87166, -8.31159, -1.54188], [-5.70523, 2.81596, 1.44581], [-1.56287, -0.75575, 0.74616], [4.91516, 4.97094, 1.30986], [5.14508, 3.98347, -4.65994], [-3.39435, 2.29506, -0.92270], [3.68585, -3.25150, 3.54942], [-8.81462, -5.02677, 3.05695], [-3.74059, 2.18250, 4.55910], [5.15311, -6.68531, -1.36738], [7.84379, -5.22454, 2.34256], [-4.52463, -4.87281, 0.14899], [2.11500, 0.38968, -1.07191], [2.32817, 2.74679, -1.01083], [-0.95815, 4.20195, -6.29708], [6.86509, -4.00442, 1.45854], [-4.42431, 1.98248, -3.28123], [-3.56225, 0.49903, -3.50716], [5.97119, 2.65922, -1.43594], [0.48179, -3.48568, 2.96898], [6.84575, 5.77601, 0.72037], [1.10523, -3.71703, 1.28546], [4.76173, -5.03631, -0.80567], [-7.98383, -5.29988, 1.57838], [3.48094, 3.52838, -4.26692], [8.22453, -3.53849, 2.52996], [3.89594, 1.87538, -0.89249], [0.48717, 2.45059, -2.98181], [-6.59358, 4.12863, 2.40287], [-8.28322, -0.27123, 2.11173], [0.29607, 0.87317, 3.34562], [-7.64204, -2.86956, -0.90866], [-0.60172, 5.02088, -1.08840], [2.50661, -2.26849, 4.45509], [0.81292, -0.64862, -1.69208], [-9.31891, -0.77256, 0.76014], [-4.21872, -2.69603, -0.54954], [-9.28972, -1.77081, 2.18526], [-3.23758, -2.83317, 0.90167], [-0.53179, -2.20836, 0.65664], [-7.12998, -5.06377, 4.46246], [-5.34112, 0.60720, -3.83712], [-6.20943, -4.68810, -0.12869], [-5.65948, -5.31085, 1.45983], [-1.92733, 3.80772, -0.81062], [-5.55851, -4.62714, 3.82239], [-4.03975, 1.52516, 2.89970], [-2.03303, 4.39457, -4.87975], [0.97473, 4.45480, 0.10872], [4.08783, -8.80787, -0.31830], [3.80370, -5.77485, -2.06538], [6.66475, 4.24106, -0.11275], [-6.45960, -3.50059, 4.80875], [-7.98496, -1.08398, -0.88166], [4.60029, 3.30230, 1.76183], [7.56955, 5.56403, -0.88743], [7.37637, -2.52336, 4.97069], [3.30176, 4.57824, 1.74824], [6.12890, 7.78790, -0.51791], [2.48177, 1.26678, -5.01464], [5.87750, 7.39365, -2.24158], [3.43029, -2.55373, 0.20931], [1.74209, -0.21459, -6.46813], [2.34913, -8.74656, 0.13208], [-0.86999, 1.44072, -2.68551], [-1.34915, 0.28690, 3.21266], [2.94428, 2.16444, 0.53049]]}

# 3
{"formula": "C29H45AsBrN5OPdS4Si2Te", "method": "the ωB97M-V functional and the def2-TZVPD basis", "de_lowest_ev": 4.091, "e_tot_ha": -8858.46620, "max_force_ha_per_bohr": 0.0573, "spin_multiplicity": 1, "homo_energy_ev": [-6.24, -6.26], "lumo_ha": [-0.100, -0.100], "homo_lumo_gap_ev": [3.5, 3.5], "elements": ["Te", "Pd", "Br", "As", "S", "S", "S", "S", "Si", "Si", "O", "N", "N", "N", "N", "N", "C", "C", "C", "C", "C", "C", "C", "C", "C", "C", "C", "C", "C", "C", "C", "C", "C", "C", "C", "C", "C", "C", "C", "C", "C", "C", "C", "C", "C", "H", "H", "H", "H", "H", "H", "H", "H", "H", "H", "H", "H", "H", "H", "H", "H", "H", "H", "H", "H", "H", "H", "H", "H", "H", "H", "H", "H", "H", "H", "H", "H", "H", "H", "H", "H", "H", "H", "H", "H", "H", "H", "H", "H", "H"], "positions_angstrom": [[1.61170, -2.77940, -0.22200], [0.37140, 0.06540, 0.42420], [-4.10880, -4.55430, 5.80310], [1.86840, 0.99930, -2.39630], [1.99870, 2.02840, -0.47180], [0.53670, -0.70000, -1.77240], [2.37710, -1.00520, 1.03680], [3.75030, 0.26740, -3.02340], [1.25330, -4.69050, 2.33160], [2.41160, -4.31660, -2.85260], [-1.28010, 1.22510, 0.03070], [-0.01450, 0.41770, 2.50730], [-6.32600, -0.62920, 0.66580], [-1.67550, -1.54560, 0.19870], [-6.69280, -1.75300, 1.14210], [0.49190, 0.77220, 4.74890], [-6.14450, -2.30860, 2.23810], [0.10530, -5.92900, 1.43430], [-5.13090, -1.68590, 3.00680], [0.28520, -3.13970, 2.89740], [0.71050, 0.95610, 3.42930], [3.54630, -4.54110, -4.35850], [-4.87400, 1.13620, 0.02990], [-2.72030, -0.68450, 0.11720], [-3.16350, -3.38080, -0.15440], [-4.25230, -2.53630, -0.11910], [-0.70690, 0.09180, 5.21420], [-1.90510, -2.83560, 0.07340], [-6.56000, -3.60750, 2.59860], [-4.54550, -2.35020, 4.05460], [0.93310, 2.62440, 6.35000], [1.83710, 1.83480, 2.98240], [2.00490, -5.55210, 3.84700], [-4.96390, -3.63530, 4.37180], [1.39020, 1.28870, 5.76750], [-5.97110, -4.26700, 3.64860], [-5.14640, -0.23360, 0.24560], [2.62340, -4.13190, 1.13580], [-1.98150, 0.91700, 5.02810], [-3.58900, 1.58680, -0.08470], [0.65190, -3.77560, -3.35360], [-2.46330, 0.72860, 0.03850], [3.13300, -2.96910, -1.70330], [2.26180, -5.97190, -1.90590], [-4.05570, -1.17110, 0.06880], [-3.38490, 2.63910, -0.21650], [2.60010, -4.87690, 4.44840], [0.17970, -4.48100, -4.03330], [0.00000, 2.51130, 6.89480], [-2.82970, 0.36190, 5.42320], [-1.91360, 1.86040, 5.56380], [0.79070, 3.36400, 5.56440], [1.95870, -6.76020, -2.58570], [0.64430, -6.84490, 1.20740], [-0.73480, -6.20270, 2.06650], [1.94960, 2.71390, 3.61040], [3.41400, -3.57940, 1.64390], [3.20450, -6.27440, -1.46370], [-0.63560, -3.38930, 3.42070], [3.06370, -4.95650, 0.58680], [3.24650, -2.02600, -2.24350], [-4.82390, -0.67990, 2.76380], [-0.80790, -0.87250, 4.69990], [2.64180, -6.37540, 3.54810], [-7.32330, -4.08490, 2.00210], [-6.28130, -5.26570, 3.91610], [1.22370, -5.95700, 4.47840], [-3.28210, -4.43980, -0.32000], [1.62270, 2.16550, 1.96120], [-0.78230, -0.16730, 2.83220], [4.07350, -3.22520, -1.21760], [0.90570, -2.54500, 3.56550], [-0.57110, -0.12490, 6.27480], [-2.16630, 1.13640, 3.97880], [0.02430, -2.50090, 2.04690], [1.52550, -5.91760, -1.11060], [3.59590, -3.64270, -4.96200], [0.00510, -3.67970, -2.47900], [-5.70600, 1.82300, 0.02570], [1.44770, 0.54540, 6.56820], [1.68650, 2.99510, 7.04110], [2.77580, 1.27860, 2.96470], [-1.04910, -3.49940, 0.15750], [4.55790, -4.78770, -4.05840], [0.66880, -2.80700, -3.84740], [-3.76650, -1.87770, 4.63520], [3.18530, -5.34540, -4.98640], [-5.25090, -2.92470, -0.25640], [2.38870, 1.38310, 5.34470], [-0.29440, -5.54560, 0.49830]]}

- Which formula does entry 3 have?
  C29H45AsBrN5OPdS4Si2Te